Entry from OMol25: a molecular structure, C11H8BNO3S5SbW (ωB97M-V with the def2-TZVPD basis set).

Positions of all 31 atoms, in Å:
W: -1.781 0.870 -0.692
O: -1.702 0.569 1.421
N: -1.063 1.406 2.224
C: -1.021 1.057 3.530
C: -0.386 1.831 4.458
C: 0.225 3.018 4.019
C: 0.158 3.363 2.698
C: -0.506 2.555 1.741
S: -0.632 2.941 0.092
H: -1.529 0.127 3.732
H: -0.366 1.514 5.490
H: 0.748 3.656 4.720
H: 0.614 4.269 2.324
S: -6.032 1.746 -1.649
Sb: -4.454 0.413 -2.634
S: -2.418 1.662 -2.885
S: -3.411 -0.907 -0.906
S: -5.068 -0.791 -4.473
O: 0.623 -1.225 -0.248
B: -0.109 -0.398 -1.190
O: 0.519 -0.634 -2.467
C: 1.506 -1.533 -2.284
C: 2.367 -2.076 -3.212
C: 3.313 -2.999 -2.753
C: 3.380 -3.354 -1.412
C: 2.499 -2.800 -0.476
C: 1.572 -1.892 -0.938
H: 2.299 -1.795 -4.255
H: 4.002 -3.449 -3.459
H: 4.120 -4.075 -1.086
H: 2.533 -3.070 0.572

- DFT total energy: -82389.6913 eV
- Multiplicity: 4
- HOMO-LUMO gap (spin up / spin down): 0.1712 / 0.2039 Ha
- Total charge: -2
- Expectation value of S²: 3.771
- HOMO energy (spin up / spin down): -0.5 / -1.4 eV

These are the Löwdin partial charges, in e, on atoms 1 to 4: number 1, W, carries 0.533; number 2, O, carries -0.316; number 3, N, carries -0.199; number 4, C, carries -0.029

Entry from OMol25: a molecular structure, C11H8BiCl2MnN2O3Se in a non-equilibrium geometry (ωB97M-V with the def2-TZVPD basis set).

Positions of all 29 atoms, in Å:
Mn: -3.586 1.093 -1.156
Bi: 0.477 -0.664 1.190
Cl: -2.207 2.847 -1.364
Cl: -1.098 -2.532 0.377
C: 1.785 -1.553 -0.575
C: -4.597 1.086 0.400
C: -4.512 -0.161 -2.190
O: 1.810 -1.679 -1.716
O: -5.420 0.946 1.243
O: -5.209 -1.039 -2.555
C: 4.473 2.208 -0.727
N: 4.330 1.580 0.576
C: 3.138 1.404 1.203
Se: 1.490 1.877 0.409
N: 3.418 0.665 2.325
C: 4.783 0.332 2.379
C: 5.405 -0.723 3.042
C: 6.684 -1.097 2.586
C: 7.278 -0.453 1.482
C: 6.627 0.581 0.790
C: 5.366 0.934 1.270
H: 5.535 2.201 -0.996
H: 4.056 3.225 -0.715
H: 3.948 1.636 -1.502
H: 2.736 0.447 3.042
H: 4.902 -1.206 3.886
H: 7.220 -1.915 3.082
H: 8.251 -0.797 1.138
H: 7.051 1.106 -0.074

- DFT total energy: -148162.1128 eV
- Multiplicity: 5
- HOMO-LUMO gap (spin up / spin down): 0.2248 / 0.1807 Ha
- Total charge: +4
- Expectation value of S²: 6.094
- HOMO energy (spin up / spin down): -22.1 / -21.5 eV

These are the Löwdin partial charges, in e, on atoms 1 to 4: number 1, Mn, carries 0.498; number 2, Bi, carries 1.255; number 3, Cl, carries 0.093; number 4, Cl, carries -0.001

Entry from OMol25: C11H8N4OS in the gas phase in a non-equilibrium geometry (ωB97M-V with the def2-TZVPD basis set).

Positions of all 25 atoms, in Å:
N: 2.960 1.015 -2.284
C: 1.618 1.174 -2.305
O: 1.180 1.991 -3.132
C: 0.796 0.618 -1.201
N: 1.323 -0.116 -0.256
C: 0.257 -0.509 0.567
C: 0.496 -1.245 1.793
C: 1.674 -1.792 2.085
C: 1.632 -2.400 3.386
N: 0.466 -2.304 4.003
S: -0.708 -1.638 3.007
C: -0.918 0.054 0.140
C: -2.336 -0.066 0.549
C: -3.296 0.492 -0.244
C: -2.897 1.265 -1.430
C: -1.553 1.360 -1.782
N: -0.598 0.721 -1.022
H: 3.486 1.722 -2.815
H: 3.291 0.739 -1.387
H: 2.592 -1.757 1.511
H: 2.477 -2.849 3.948
H: -2.665 -0.639 1.466
H: -4.341 0.407 0.075
H: -3.643 1.801 -2.011
H: -1.293 1.957 -2.664

- DFT total energy: -30379.7734 eV
- Energy relative to the best compared isomer or geometry (same formula, charge and spin): 3.42 kcal per mole
- Multiplicity: 1
- HOMO-LUMO gap: 0.2933 Ha
- SMILES: NC(=O)c1nc(-c2ccns2)c2ccccn12
- HOMO energy: -8.0 eV

These are the Löwdin partial charges, in e, on atoms 1 to 4: number 1, N, carries 0.156; number 2, C, carries -0.453; number 3, O, carries 0.019; number 4, C, carries -0.182

Entry from OMol25: a gas-phase ion, C11H8N5O6 (charge -1) in a non-equilibrium geometry (ωB97M-V with the def2-TZVPD basis set).

Positions of all 30 atoms, in Å:
C: 2.054 -0.778 2.216
C: 1.281 0.390 1.642
O: 1.788 1.491 1.522
N: -0.076 0.120 1.254
C: -1.026 0.119 2.300
C: -2.171 -0.829 2.091
O: -0.853 0.837 3.280
C: -0.274 -0.263 -0.113
C: 0.460 -1.592 -0.458
C: -0.256 -2.772 -0.129
N: -0.877 -3.740 0.105
C: 1.695 -1.583 -1.078
C: 2.340 -0.369 -1.483
N: 3.777 -0.402 -1.531
O: 4.490 0.522 -1.969
O: 4.253 -1.467 -1.050
C: 1.529 0.818 -1.578
N: 1.779 1.999 -2.259
O: 0.638 2.732 -2.101
N: -0.333 2.005 -1.263
O: -1.381 2.529 -0.926
C: 0.278 0.819 -0.988
H: 1.464 -1.715 2.237
H: 2.973 -0.937 1.622
H: 2.374 -0.524 3.241
H: -1.784 -1.845 1.937
H: -2.812 -0.838 2.974
H: -2.776 -0.541 1.223
H: -1.365 -0.360 -0.306
H: 2.266 -2.514 -1.171

- DFT total energy: -31266.8170 eV
- Energy relative to the best compared isomer or geometry (same formula, charge and spin): 11.36 kcal per mole
- Multiplicity: 1
- HOMO-LUMO gap: 0.2820 Ha
- Total charge: -1
- SMILES: CC(=O)N(C(C)=O)[C@@H]1C(C#N)=CC(=[N+]([O-])[O-])c2no[n+]([O-])c21
- HOMO energy: -4.7 eV

These are the Löwdin partial charges, in e, on atoms 1 to 4: number 1, C, carries 0.019; number 2, C, carries -0.407; number 3, O, carries 0.140; number 4, N, carries 0.034

Entry from OMol25: a molecular structure, C11H8NO5Ti in a non-equilibrium geometry (ωB97M-V with the def2-TZVPD basis set).

Positions of all 26 atoms, in Å:
O: -2.714 1.090 -0.511
C: -1.631 1.347 -0.071
Ti: 0.151 1.002 0.534
C: 0.221 -1.358 -0.022
O: 0.156 -0.928 1.268
C: -0.111 -0.589 -1.192
O: -0.296 -0.979 -2.326
C: -1.019 2.567 0.692
O: -1.437 3.691 0.879
C: -0.033 -2.738 -0.422
O: 0.123 -3.783 0.183
H: -0.421 -2.742 -1.492
C: 5.898 3.288 -0.281
C: 4.440 2.876 -0.317
C: 3.494 3.464 0.535
C: 2.207 2.985 0.530
N: 1.844 1.952 -0.243
C: 2.732 1.379 -1.113
C: 4.036 1.826 -1.151
H: 6.034 4.356 -0.527
H: 6.331 3.120 0.721
H: 6.476 2.683 -1.010
H: 3.778 4.250 1.210
H: 1.449 3.395 1.170
H: 2.373 0.528 -1.727
H: 4.775 1.317 -1.816

- DFT total energy: -46367.1598 eV
- Energy relative to the best compared isomer or geometry (same formula, charge and spin): 23.30 kcal per mole
- Multiplicity: 3
- HOMO-LUMO gap (spin up / spin down): 0.2478 / 0.2308 Ha
- Total charge: +1
- Expectation value of S²: 2.259
- HOMO energy (spin up / spin down): -12.8 / -12.8 eV

These are the Löwdin partial charges, in e, on atoms 1 to 4: number 1, O, carries 0.197; number 2, C, carries -0.315; number 3, Ti, carries 1.112; number 4, C, carries -0.281

Entry from OMol25: a molecular structure, C11H8NO5Yb in a non-equilibrium geometry (ωB97M-V with the def2-TZVPD basis set).

Positions of all 26 atoms, in Å:
O: -2.405 0.002 -4.303
C: -1.715 0.047 -3.427
Yb: -0.161 0.172 -1.701
O: -2.712 -0.569 0.263
C: -1.914 -0.321 -0.522
C: 1.284 0.651 -3.335
O: 2.388 0.732 -2.906
C: -0.625 2.274 -1.789
O: -0.752 3.401 -1.768
C: 0.228 -1.873 -2.248
O: 0.549 -2.937 -2.478
H: 0.801 0.770 -4.332
N: 1.223 0.264 -0.019
C: 0.660 -0.004 1.223
C: 0.908 -1.256 1.801
C: 0.391 -1.504 3.077
C: -0.389 -0.535 3.732
C: -0.664 0.694 3.107
C: -0.152 0.968 1.832
H: 1.907 -0.380 -0.421
H: 1.448 1.232 -0.267
H: 1.510 -1.993 1.274
H: 0.604 -2.444 3.555
H: -0.784 -0.736 4.724
H: -1.263 1.439 3.604
H: -0.366 1.906 1.326

- DFT total energy: -54771.6000 eV
- Energy relative to the best compared isomer or geometry (same formula, charge and spin): 47.02 kcal per mole
- Multiplicity: 2
- HOMO-LUMO gap (spin up / spin down): 0.1957 / 0.2011 Ha
- Total charge: +2
- Expectation value of S²: 0.758
- HOMO energy (spin up / spin down): -15.3 / -15.3 eV

These are the Löwdin partial charges, in e, on atoms 1 to 4: number 1, O, carries 0.248; number 2, C, carries -0.051; number 3, Yb, carries 0.719; number 4, O, carries 0.233

Entry from OMol25: a molecular structure, C11H9AsBF6NO2PPdS5 in a non-equilibrium geometry (ωB97M-V with the def2-TZVPD basis set).

Positions of all 38 atoms, in Å:
Pd: -0.299 -0.181 -0.216
S: 1.731 -2.851 0.886
As: 1.793 -0.728 1.038
S: 1.280 0.362 -2.074
S: 0.041 0.019 2.156
S: 3.565 -0.209 2.139
O: 1.910 3.160 -2.168
B: 1.463 2.011 -1.474
O: 1.207 2.377 -0.128
C: 1.424 3.704 -0.039
C: 1.280 4.529 1.054
C: 1.600 5.875 0.877
C: 2.049 6.354 -0.345
C: 2.190 5.512 -1.450
C: 1.861 4.185 -1.277
H: 0.943 4.125 1.999
H: 1.511 6.553 1.717
H: 2.305 7.402 -0.443
H: 2.554 5.882 -2.399
F: -2.656 -0.348 0.425
P: -2.868 -1.826 -0.299
F: -1.570 -2.381 0.445
F: -1.932 -1.357 -1.571
F: -4.168 -1.187 -1.074
F: -3.814 -2.244 0.940
F: -3.128 -3.247 -0.998
S: -1.704 1.997 -1.538
C: -2.939 2.545 -0.561
N: -4.090 1.795 -0.470
C: -5.174 2.183 0.234
C: -5.188 3.371 0.894
C: -4.025 4.180 0.862
C: -2.933 3.774 0.150
H: -4.058 0.871 -0.894
H: -6.010 1.500 0.229
H: -6.071 3.688 1.429
H: -4.005 5.111 1.414
H: -2.027 4.362 0.111

- DFT total energy: -161915.0468 eV
- Energy relative to the best compared isomer or geometry (same formula, charge and spin): 70.89 kcal per mole
- Multiplicity: 2
- HOMO-LUMO gap (spin up / spin down): 0.2140 / 0.2136 Ha
- Total charge: -2
- Expectation value of S²: 0.777
- HOMO energy (spin up / spin down): -1.6 / -1.6 eV

These are the Löwdin partial charges, in e, on atoms 1 to 4: number 1, Pd, carries 0.259; number 2, S, carries -0.188; number 3, As, carries -0.227; number 4, S, carries 0.563

Entry from OMol25: a molecular structure, C11H9N6OPdS (ωB97M-V with the def2-TZVPD basis set).

Positions of all 29 atoms, in Å:
Pd: -0.129 -0.505 0.440
O: -1.224 -0.104 -1.412
N: -2.414 0.450 -1.275
C: -2.974 0.995 -2.378
C: -4.222 1.552 -2.345
C: -4.934 1.549 -1.145
C: -4.351 0.994 -0.031
C: -3.064 0.448 -0.082
S: -2.281 -0.175 1.320
H: -2.360 0.930 -3.263
H: -4.630 1.986 -3.247
H: -5.925 1.979 -1.092
H: -4.862 0.975 0.921
N: 3.170 2.367 1.110
C: 1.870 2.277 0.844
N: 1.547 1.013 0.704
C: 2.736 0.323 0.904
N: 3.754 1.145 1.153
C: 2.784 -1.092 0.837
C: 3.953 -1.833 1.081
N: 4.006 -3.138 1.027
C: 2.837 -3.787 0.707
C: 1.676 -3.109 0.468
N: 1.604 -1.764 0.527
H: 3.720 3.191 1.269
H: 1.211 3.125 0.764
H: 4.861 -1.293 1.328
H: 2.879 -4.866 0.653
H: 0.763 -3.633 0.213

- DFT total energy: -36852.7184 eV
- Multiplicity: 4
- HOMO-LUMO gap (spin up / spin down): 0.1902 / 0.2496 Ha
- Expectation value of S²: 3.779
- HOMO energy (spin up / spin down): -5.1 / -8.3 eV

These are the Löwdin partial charges, in e, on atoms 1 to 4: number 1, Pd, carries 0.813; number 2, O, carries -0.237; number 3, N, carries -0.223; number 4, C, carries -0.017

Entry from OMol25: C11H9NO2S in the gas phase in a non-equilibrium geometry (ωB97M-V with the def2-TZVPD basis set).

Positions of all 24 atoms, in Å:
C: 3.283 -1.535 0.065
C: 3.705 -0.227 -0.241
C: 1.936 -1.841 0.194
C: 2.687 0.770 -0.201
C: 0.918 -0.922 -0.091
C: 1.332 0.439 -0.196
C: -2.833 -1.136 0.592
C: -0.458 -1.190 -0.024
C: -1.171 1.043 -0.957
C: -3.364 -0.137 -0.479
C: -2.474 1.194 -0.269
N: -1.552 -1.259 0.442
O: -0.153 1.778 1.550
O: 0.545 2.897 -0.496
S: 0.126 1.647 0.134
H: 3.965 -2.233 0.291
H: 4.801 -0.101 -0.347
H: 1.813 -2.866 0.533
H: 3.088 1.718 -0.174
H: -3.099 -1.218 1.578
H: -3.320 -0.673 -1.501
H: -4.312 0.223 -0.390
H: -2.493 1.560 0.851
H: -2.969 2.070 -0.862

- DFT total energy: -27964.8432 eV
- Energy relative to the best compared isomer or geometry (same formula, charge and spin): 212.17 kcal per mole
- Multiplicity: 1
- HOMO-LUMO gap (spin up / spin down): 0.2391 / 0.2390 Ha
- HOMO energy (spin up / spin down): -7.8 / -7.8 eV

These are the Löwdin partial charges, in e, on atoms 1 to 4: number 1, C, carries -0.063; number 2, C, carries -0.015; number 3, C, carries -0.009; number 4, C, carries -0.018

Question: What is the multiplicity in the fourth record?
Answer: 1

Question: The lowest DFT total energy belongs to which entry?
Answer: C11H9AsBF6NO2PPdS5

Question: Which of these has the highest multiplicity?
Answer: C11H8BiCl2MnN2O3Se

Question: What is the multiplicity in the seventh record?
Answer: 2